The following is a quantum chemistry calculation of C26H30AlBF2GeO6Si as an isolated structure, from the OMol25 dataset.

The geometry in XYZ format:
```
68
Properties=species:S:1:pos:R:3:mulliken_charge:R:1
Ge 0.078 -0.765 1.466 1.39
Si -1.328 3.691 -2.358 0.64
Al 0.367 1.230 -0.994 -2.82
F -2.129 1.671 1.651 -0.30
F -0.696 3.327 1.982 -0.25
O -0.592 2.608 -1.465 0.30
O 2.075 1.778 -1.312 -0.17
O 3.836 2.496 -2.469 -0.78
O -0.071 -0.368 -1.285 2.30
O 0.819 0.910 -3.404 0.07
O 0.622 -2.423 -2.050 -0.08
C 0.054 -1.180 -2.459 -2.76
C 2.740 -1.179 0.315 0.17
C 2.417 -2.422 2.323 -0.26
C 0.285 1.161 1.116 -0.13
C -3.215 -3.662 -0.396 -0.46
C -1.910 -4.103 -0.253 -0.72
C -2.172 2.929 -3.897 -1.14
C 3.706 -2.934 2.215 -0.67
C -0.132 5.045 -3.023 -1.24
C -2.589 -1.536 0.518 -0.48
C 2.709 2.029 -2.387 0.68
C 1.909 -1.558 1.363 0.07
C 1.125 -0.472 -3.328 0.28
C -2.679 4.578 -1.320 -1.22
C -0.414 -1.101 3.412 0.06
C -3.554 -2.376 -0.010 -0.58
C -1.279 -1.966 0.660 0.62
C 1.931 1.702 -3.679 -0.24
C -0.950 -3.256 0.270 -0.09
C -0.652 -2.419 3.813 -0.43
C -0.898 -0.411 5.680 -0.64
C -1.102 -1.732 6.064 -0.44
C -0.978 -2.736 5.115 -0.75
C 4.030 -1.678 0.203 -0.88
C -0.552 -0.109 4.375 -0.48
C 4.509 -2.572 1.147 -0.51
B -0.837 2.050 1.552 0.92
H 0.567 4.624 -3.739 0.32
H 5.511 -2.980 1.053 0.33
H 2.137 -0.604 -2.877 -0.01
H 1.324 -2.231 -1.400 0.15
H -2.842 -0.528 0.815 0.30
H -3.969 -4.323 -0.812 0.31
H -0.668 5.848 -3.523 0.39
H 0.457 5.482 -2.223 0.30
H 1.574 2.652 -4.090 0.07
H 1.800 -2.693 3.170 0.30
H -3.350 3.844 -0.883 0.30
H -3.040 2.347 -3.608 0.31
H -2.490 3.674 -4.623 0.40
H -1.360 -1.974 7.088 0.34
H -3.275 5.261 -1.922 0.32
H 2.608 1.232 -4.408 0.36
H 4.083 -3.614 2.971 0.38
H 1.164 -0.885 -4.353 0.30
H 4.662 -1.369 -0.619 0.45
H -1.144 -3.769 5.403 0.37
H -1.016 0.377 6.415 0.38
H -4.576 -2.028 -0.128 0.35
H -0.394 0.921 4.081 0.31
H 2.356 -0.476 -0.410 0.04
H 0.075 -3.591 0.362 0.33
H -1.645 -5.110 -0.558 0.35
H 1.262 1.482 1.478 0.30
H -1.476 2.251 -4.380 0.25
H -0.583 -3.202 3.068 0.43
H -2.235 5.136 -0.501 0.32
```

Output
Orbital gap ... 3.72 eV
LUMO energy ... 4.56 eV
E_HOMO ... 0.841 eV
Net charge ... -2


The following is a quantum chemistry calculation of a 2-piece molecular cluster, C2H9N3O overall, from the OMol25 dataset.

The geometry in XYZ format:
```
15
Properties=species:S:1:pos:R:3:mulliken_charge:R:1
O 2.935 0.547 0.507 -0.69
N -0.702 1.645 -0.895 -0.42
N -1.319 -0.326 0.222 -0.25
N 0.640 -0.336 -1.005 -0.91
C -0.440 0.334 -0.608 0.65
C -1.203 -1.503 1.034 -0.79
H 2.268 -0.051 -0.027 0.42
H -2.086 -1.620 1.690 0.29
H -0.374 1.971 -1.814 0.23
H 1.233 0.228 -1.617 0.22
H -0.373 -1.274 1.702 0.30
H 3.781 0.318 0.226 0.30
H -1.940 0.357 0.609 0.17
H -1.555 2.102 -0.551 0.19
H -0.866 -2.391 0.528 0.29
```

Output
Orbital gap ... 9.47 eV
SMILES string ... [H]/N=C(\N)NC.O
LUMO energy ... 0.71 eV
Energy relative to the best compared isomer or geometry (same formula, charge and spin) ... 24.1 kcal per mole
E_HOMO ... -8.758 eV


The following is a quantum chemistry calculation of C25H38BF2N5O2PPbS4 as an isolated structure, from the OMol25 dataset.

The geometry in XYZ format:
```
79
Properties=species:S:1:pos:R:3:mulliken_charge:R:1
Pb -0.177 1.093 0.735 1.21
S -0.118 1.240 3.567 -0.40
S -4.188 -3.963 -0.405 1.18
S 2.563 1.236 0.891 -0.40
S -1.953 -1.308 1.765 -0.31
P -0.163 0.765 -2.386 -0.13
F -1.566 4.114 0.387 -0.33
F 0.168 3.831 -0.966 -0.31
O -5.456 -4.334 0.169 -0.68
O -4.081 -4.068 -1.839 -0.65
N 2.553 -0.990 2.455 0.41
N 2.966 0.834 3.574 0.00
N 1.881 3.152 3.887 0.43
N -3.700 -2.493 0.126 -0.55
N -0.165 3.922 3.794 0.32
C -1.473 -6.656 1.124 -0.40
C 2.747 -1.357 3.770 -0.53
C -2.480 2.239 -2.519 -1.37
C 3.006 -0.220 4.452 -0.48
C 1.602 1.072 -2.930 0.97
C -2.561 -6.238 0.367 -0.63
C 2.468 -0.135 -2.561 -1.26
C -0.797 -0.844 -3.112 0.55
C -2.695 -2.593 0.963 0.04
C -0.285 3.545 0.334 -0.08
C 1.925 4.523 4.012 -0.70
C -2.169 -3.983 1.148 0.66
C -1.449 1.818 -4.766 -1.69
C 2.195 -1.885 1.375 -0.89
C 1.895 1.532 -4.356 -1.66
C 0.593 2.791 3.740 -0.40
C -2.884 -4.899 0.398 -0.20
C 2.695 0.351 2.357 -0.34
C 0.666 5.007 3.956 -0.35
C -0.209 -1.324 -4.441 -1.68
C -1.165 2.060 -3.284 0.55
C -0.751 -5.747 1.890 -0.66
C -1.091 -4.400 1.913 -0.46
C -1.606 3.951 3.671 -0.77
C -0.702 -1.948 -2.052 -1.37
B 3.212 2.312 3.969 0.38
H -1.189 -7.701 1.121 0.37
H 0.088 -6.104 2.476 0.38
H -0.540 1.694 -5.352 0.31
H -2.078 0.938 -4.908 0.28
H 0.818 -1.662 -4.317 0.27
H 0.335 4.169 0.992 0.20
H 2.858 5.046 4.128 0.47
H 4.006 2.802 3.211 -0.13
H 2.194 -0.518 -1.579 -0.02
H 1.876 1.894 -2.257 0.36
H -1.119 -1.612 -1.101 -0.07
H 1.370 2.456 -4.596 0.38
H -2.292 2.545 -1.489 0.19
H 2.667 -2.380 4.092 0.42
H 2.968 1.727 -4.443 0.47
H 3.593 2.321 5.114 -0.22
H -1.947 4.978 3.778 0.28
H -3.054 1.310 -2.500 0.26
H -1.914 3.576 2.698 0.27
H -1.861 -0.637 -3.268 0.62
H -1.994 2.674 -5.175 0.48
H -0.230 -0.552 -5.208 0.27
H -0.557 -3.675 2.514 0.53
H 1.130 -1.801 1.143 0.28
H -3.091 3.011 -2.993 0.44
H -2.059 3.319 4.433 0.30
H -0.794 -2.175 -4.800 0.47
H -3.132 -6.936 -0.232 0.42
H 1.636 0.769 -5.091 0.22
H 2.776 -1.638 0.489 0.29
H 0.337 -2.245 -1.888 0.21
H 2.414 -2.905 1.684 0.34
H 3.521 0.150 -2.522 0.47
H -0.576 2.974 -3.175 0.48
H 0.292 6.014 4.009 0.39
H -1.269 -2.828 -2.366 0.55
H 2.360 -0.937 -3.292 0.26
H 3.207 -0.069 5.497 0.48
```

Output
Orbital gap ... 6.81 eV
LUMO energy ... 2.47 eV
Energy relative to the best compared isomer or geometry (same formula, charge and spin) ... 8.3 kcal per mole
E_HOMO ... -4.343 eV
Net charge ... -1


The following is a quantum chemistry calculation of an isolated ion of composition CH3O4 and charge +1, from the OMol25 dataset.

The geometry in XYZ format:
```
8
Properties=species:S:1:pos:R:3:mulliken_charge:R:1
O -1.750 -0.375 -0.193 -0.27
O 2.732 0.181 -0.052 -0.03
O 1.592 0.168 -0.405 0.30
O 0.580 -0.673 0.297 -0.06
C -0.551 0.200 0.125 0.03
H -0.472 1.048 -0.507 0.37
H -0.589 0.689 1.177 0.33
H -1.543 -1.238 -0.442 0.33
```

Output
Orbital gap (spin up / spin down) ... 10.31 / 6.43 eV
LUMO energy (spin up / spin down) ... -7.71 / -10.50 eV
Energy relative to the best compared isomer or geometry (same formula, charge and spin) ... 160.3 kcal per mole
E_HOMO (spin up / spin down) ... -18.013 / -16.934 eV
Net charge ... +1